# 1
Entry from OMol25: 14 unconnected molecules or ions with the total composition C37H83N9O29S5 in a non-equilibrium geometry (ωB97M-V/def2-TZVPD).

Atoms and positions in Å:
C: 1.36007 -6.49035 2.59683
C: 1.11619 -5.00824 2.18224
O: 0.19152 -4.62688 3.13839
S: 0.66092 -5.14191 4.63624
O: -0.47063 -5.24236 5.54829
O: 1.90773 -4.50440 5.12171
O: 1.02512 -6.59096 3.95219
H: 2.37855 -6.82520 2.40020
H: 0.67030 -7.18732 2.12087
H: 0.64279 -4.87571 1.20939
H: 2.10382 -4.57367 2.33664
C: 1.03852 4.16249 4.49788
C: -0.31347 4.61588 5.03127
O: -1.36351 3.79166 4.65201
S: -0.77341 2.47181 3.85494
O: -0.96205 2.62457 2.40582
O: -1.18733 1.21424 4.48840
O: 0.75397 2.79904 4.27054
H: 1.70636 4.28068 5.35118
H: 1.53781 4.50985 3.59335
H: -0.50658 5.65776 4.77572
H: -0.26735 4.63888 6.12006
C: 0.52678 -0.33696 -4.65196
C: 1.91184 -0.45228 -5.27239
O: 1.99876 0.45661 -6.35710
S: 0.76302 1.56228 -6.34171
O: -0.33246 1.31185 -7.26898
O: 1.38681 2.91293 -6.34943
O: 0.22678 1.08442 -4.84483
H: 0.61436 -0.64460 -3.60995
H: -0.28268 -0.96821 -5.01855
H: 2.31049 -1.37210 -5.70029
H: 2.69432 -0.03210 -4.64050
C: -0.54967 5.84976 -0.67120
C: 0.26689 5.30122 0.42105
O: 0.04453 5.92467 1.68411
S: -1.24510 6.97562 1.60120
O: -0.78112 8.35385 1.39918
O: -2.21688 6.60388 2.59730
O: -1.64734 6.27632 0.12727
H: -0.81452 5.06136 -1.37574
H: -0.10526 6.75343 -1.08830
H: 1.34229 5.28115 0.24438
H: 0.00563 4.25484 0.57894
C: 0.90859 1.12435 0.50347
C: 1.23635 0.81725 -0.97194
O: 0.90156 -0.53831 -1.20756
S: -0.34007 -1.00298 -0.15834
O: 0.02503 -2.24617 0.49139
O: -1.65245 -0.90685 -0.83609
O: -0.18360 0.29526 0.84261
H: 0.58197 2.14159 0.71943
H: 1.68855 0.76730 1.17598
H: 2.29454 1.02657 -1.12854
H: 0.54049 1.41704 -1.55855
C: 4.63167 4.43287 0.03241
C: 3.92174 3.74391 1.21257
O: 2.84576 4.02303 1.59015
N: 4.66416 2.78267 1.76401
C: 4.18813 2.04481 2.93728
H: 5.70199 4.58492 0.17156
H: 4.22814 5.42078 -0.18960
H: 4.54628 3.83300 -0.87366
H: 5.50065 2.35994 1.38761
H: 3.34171 2.47232 3.47478
H: 4.95464 2.02972 3.71211
H: 4.00286 1.03088 2.58272
C: -3.61460 3.19820 -3.26331
C: -2.45552 2.91321 -2.37899
O: -1.41617 2.63732 -2.90493
N: -2.49945 2.85949 -1.02060
C: -3.66433 3.19996 -0.20124
H: -4.39177 2.47345 -3.02073
H: -3.42972 3.18087 -4.33738
H: -4.06924 4.15063 -2.99076
H: -1.68714 2.42246 -0.60920
H: -3.99753 4.22365 -0.37194
H: -3.36520 3.22983 0.84649
H: -4.41432 2.45512 -0.46740
C: 5.02814 -2.49490 2.03340
C: 4.69896 -1.63205 0.86294
O: 3.86161 -0.71984 0.93933
N: 5.37474 -1.88826 -0.22639
C: 5.18231 -1.23748 -1.52809
H: 4.90264 -1.95044 2.96930
H: 6.10734 -2.64396 1.99885
H: 4.43958 -3.40892 2.11256
H: 6.24180 -2.40610 -0.23872
H: 6.04330 -1.55560 -2.11596
H: 5.20078 -0.15249 -1.42531
H: 4.26654 -1.43688 -2.08461
C: -3.83588 -6.71262 3.92595
C: -2.94522 -6.36509 2.76242
O: -2.02038 -7.09894 2.40066
N: -3.25751 -5.21309 2.12131
C: -2.56903 -4.63699 0.93524
H: -3.16946 -6.82383 4.78130
H: -4.50288 -7.56987 3.83463
H: -4.45555 -5.85218 4.17842
H: -3.79002 -4.60877 2.73067
H: -1.58424 -4.27937 1.23586
H: -3.22226 -3.76636 0.87706
H: -2.73027 -5.12429 -0.02634
C: -4.67833 -1.11462 -1.79851
C: -5.19065 -0.98551 -3.19161
O: -6.37968 -1.14896 -3.36279
N: -4.47726 -0.87279 -4.30507
C: -3.10671 -0.41616 -4.34060
H: -4.04204 -0.28228 -1.49777
H: -4.10857 -2.00409 -1.52961
H: -5.54617 -1.02349 -1.14533
H: -4.99050 -0.93536 -5.17269
H: -2.94182 0.13119 -5.26867
H: -2.41986 -1.25664 -4.24085
H: -2.94831 0.26581 -3.50517
C: -2.90902 -3.95763 -4.65096
C: -1.52580 -3.87404 -4.02464
O: -0.59507 -3.26713 -4.57864
N: -1.39752 -4.36809 -2.77946
C: -0.17981 -4.29297 -1.94749
H: -3.29553 -4.97491 -4.71298
H: -2.94197 -3.72133 -5.71453
H: -3.55794 -3.23428 -4.15724
H: -2.28290 -4.71938 -2.44359
H: 0.55791 -5.07801 -2.11354
H: -0.40460 -4.24531 -0.88199
H: 0.39757 -3.41656 -2.24185
C: 3.52323 4.17107 -4.42636
C: 4.02296 2.75481 -4.18784
O: 3.64722 2.07125 -3.22555
N: 4.87904 2.22740 -5.01614
C: 5.40116 0.84461 -5.15142
H: 2.47813 4.21335 -4.11965
H: 3.51169 4.47286 -5.47368
H: 4.12091 4.83971 -3.80685
H: 5.18889 2.77387 -5.80700
H: 4.73651 0.19374 -5.71949
H: 5.58792 0.38322 -4.18170
H: 6.41997 0.83783 -5.53881
C: 2.06943 0.65547 5.87817
C: 2.65523 -0.74573 5.79917
O: 3.39072 -1.20572 6.70145
N: 2.23087 -1.52596 4.76798
C: 1.36464 -1.28089 3.61307
H: 2.12989 1.11238 4.89040
H: 2.51311 1.22838 6.69243
H: 1.05206 0.58974 6.26384
H: 2.74625 -2.39430 4.78995
H: 1.94391 -0.95902 2.74766
H: 0.53742 -0.57124 3.62755
H: 1.01732 -2.24415 3.23942
C: -3.80679 0.02697 1.32094
C: -5.24889 0.40102 1.48809
O: -5.67275 1.52860 1.31355
N: -6.07849 -0.56045 1.78802
C: -7.60062 -0.56748 1.86680
H: -3.74571 -1.06120 1.33748
H: -3.24038 0.39773 2.17524
H: -3.36845 0.40922 0.39906
H: -5.56811 -1.39776 2.02996
H: -7.91083 -0.58288 2.91161
H: -8.00781 -1.44456 1.36377
H: -8.11066 0.32303 1.49947

Calculated values
orbital gap	8.9	eV
calculated total energy	-6125.18591	Ha

***

# 2
Entry from OMol25: a gas-phase ion, C7H13N2O2 (charge +1) in a non-equilibrium geometry (ωB97M-V/def2-TZVPD).

Atoms and positions in Å:
C: -0.48975 -0.48658 -0.29186
C: 0.62417 -1.20251 0.06291
C: -0.22018 0.94728 -0.11070
C: -1.88667 -0.99290 -0.50455
C: 0.98322 -2.64666 0.13248
C: -0.91574 1.52979 1.14313
C: -0.48495 1.71866 -1.40569
N: 1.63556 -0.19414 0.30021
N: 1.23290 1.05575 0.24602
O: 1.95459 1.96459 0.63391
O: 2.81561 -0.55256 0.76768
H: -2.37292 -1.24046 0.53438
H: -1.83250 -1.82682 -1.16542
H: -2.42951 -0.20152 -1.06769
H: 0.23724 -3.19971 -0.23853
H: 1.28021 -2.91110 1.18529
H: 1.72848 -2.78289 -0.62303
H: -0.60320 2.58240 1.38335
H: -0.61686 0.91588 2.04833
H: -1.89394 1.62774 1.07850
H: -1.57820 1.77676 -1.60902
H: -0.13864 1.06568 -2.14023
H: -0.18536 2.71892 -1.45957
H: 3.15646 0.33442 1.10011

Calculated values
orbital gap (spin up / spin down)	8.5 / 8.5	eV
total charge	+1
calculated total energy	-534.08628	Ha
energy above the lowest of the compared OMol25 structures with the same formula, charge and spin	123.7	kcal per mole

***

# 3
Entry from OMol25: a gas-phase ion, C4H7N2 (charge +1) in a non-equilibrium geometry (ωB97M-V/def2-TZVPD).

Atoms and positions in Å:
C: 1.71560 -0.27186 -1.19850
C: -0.55946 -1.87040 0.58900
C: 0.51868 1.61164 -0.39704
C: -0.46160 0.49506 0.18439
N: 1.47392 0.85398 -1.01262
N: -0.08303 -0.82327 0.04709
H: 2.39708 -0.92870 -1.65808
H: -1.43747 -2.09631 1.19922
H: -0.03420 -2.88841 0.41603
H: -0.07091 2.35276 -1.12612
H: 1.00292 2.24090 0.23693
H: -0.76761 0.68451 1.23454
H: -1.27794 0.56112 -0.58969

Calculated values
orbital gap	10.5	eV
total charge	+1
calculated total energy	-265.74130	Ha
energy above the lowest of the compared OMol25 structures with the same formula, charge and spin	104.9	kcal per mole

***

# 4
Entry from OMol25: a single C22H20N2O4S molecule in a non-equilibrium geometry (ωB97M-V/def2-TZVPD).

Atoms and positions in Å:
C: -3.36629 -4.81051 0.80926
C: -3.55691 -3.43182 0.19303
H: -3.84778 -3.50691 -0.85701
H: -4.31346 -2.87112 0.75243
O: -2.34031 -2.68734 0.18732
C: -2.02191 -2.04117 1.31655
O: -2.71431 -2.04828 2.30694
C: -0.75071 -1.29104 1.19767
C: -0.02401 -1.29179 0.01795
C: 1.10812 -0.49214 -0.03167
N: 1.95316 -0.23166 -1.07551
C: 2.79237 0.65383 -0.62712
N: 2.58947 1.00120 0.68287
C: 1.50504 0.27622 1.09350
C: 0.79296 0.24015 2.28583
C: -0.33629 -0.54359 2.31420
H: -0.94628 -0.59657 3.20284
H: 1.09914 0.81447 3.14686
C: 3.39288 1.89006 1.47836
C: 4.44477 1.12172 2.27342
H: 5.03005 1.81103 2.87529
H: 3.97139 0.39518 2.93008
H: 5.11248 0.59570 1.59517
H: 3.88298 2.59594 0.80217
H: 2.73035 2.44069 2.15216
S: 4.01570 1.42977 -1.61101
C: 2.94964 2.56316 -2.59575
C: 1.89631 1.79743 -3.36630
O: 2.08839 1.37997 -4.48540
C: 0.63774 1.58815 -2.65658
C: -0.41624 0.78879 -3.01070
C: -1.35122 0.86390 -1.94597
C: -2.58537 0.27167 -1.67111
C: -3.19554 0.57015 -0.47529
C: -2.60947 1.44445 0.44491
C: -1.39617 2.05175 0.19543
C: -0.77462 1.74668 -1.00570
O: 0.42115 2.19204 -1.44679
H: -0.94080 2.72569 0.90320
H: -3.11876 1.64410 1.37498
H: -4.14700 0.12201 -0.23192
H: -3.03453 -0.40660 -2.37931
H: -0.48143 0.20936 -3.90827
H: 3.64522 3.04048 -3.28452
H: 2.50950 3.28784 -1.91239
H: -0.33514 -1.86787 -0.83640
H: -4.29321 -5.37277 0.74085
H: -2.58133 -5.35069 0.28549
H: -3.08973 -4.71171 1.85599

Calculated values
orbital gap	8.0	eV
calculated total energy	-1659.04839	Ha
energy above the lowest of the compared OMol25 structures with the same formula, charge and spin	0.0	kcal per mole